Below is a 2-piece molecular cluster, C6H10O overall, with properties calculated with the ωB97M-V functional and the def2-TZVPD basis.

## Properties
Molecular weight ... 98.14 g mol⁻¹
2S+1 ... 1
Frontier orbital gap ... 8.9 eV
Total charge ... 0
LUMO energy ... -0.08 eV
ΔE to the lowest compared entry with this formula, charge and spin ... 111.87 kcal per mole

Structure (XYZ):
```
17
C6H10O the ωB97M-V functional and the def2-TZVPD basis
O 2.50762 -0.65851 2.16873
C 2.57754 -0.82020 0.97335
C 1.61115 -0.23274 -0.02175
C 0.54751 0.64473 0.60704
C -1.30142 0.93921 -1.17392
C -1.79218 -0.47937 -1.10760
C -2.48458 0.58121 -0.32274
H 3.39106 -1.43341 0.52822
H 2.19150 0.33090 -0.76508
H 1.16490 -1.06752 -0.58443
H 0.96642 1.46252 1.19708
H -0.14336 0.07667 1.23739
H -0.00506 1.15342 -0.22221
H -2.17087 -0.83545 -2.06306
H -1.25473 -1.24034 -0.54518
H -3.40352 1.04999 -0.66625
H -2.40196 0.52891 0.76042
```